1.
2 unconnected molecules or ions with the total composition C3H6N3O2. Source: OMol25; level of theory: wB97M-V/def2-TZVPD.

Results
Kohn-Sham gap (spin up / spin down) = 4.66 / 5.92 eV
Largest force on an atom = 5.3 eV/Å
Charge = -1
Spin multiplicity = 3

XYZ file:
```
14
Properties=species:S:1:pos:R:3:forces:R:3
C -0.6887 3.2843 2.6076 -0.3 1.7 0.9
C -0.5823 2.2703 1.9754 0.8 -3.7 -2.5
C 0.5004 -1.5664 -2.6803 2.9 0.3 -2.4
N -0.4446 1.2705 1.1047 -1.5 5.1 -0.8
N -0.2682 -0.8670 0.6672 0.2 -2.5 -3.3
N -0.1678 0.0886 1.5371 -0.4 -1.6 0.9
O 0.3325 -0.1516 2.6406 1.9 -0.2 4.4
O -0.3379 -0.6757 -2.0559 0.0 0.0 -1.1
H -0.8584 4.2141 3.0606 0.0 0.4 0.4
H 0.2303 -1.7505 -3.8345 0.3 0.8 2.4
H 0.5025 -2.5813 -2.2610 0.1 0.2 0.3
H 1.7568 -1.1725 -2.7367 -3.4 -1.1 0.3
H -0.2299 -0.6872 -1.0765 0.0 -0.1 0.5
H 0.2554 -1.6756 1.0516 -0.6 0.8 0.1
```
Forces are in eV/Å.

These are the Mulliken partial charges, in e, on atoms 1 to 5: number 1, C, carries -0.5633; number 2, C, carries 0.1439; number 3, C, carries -0.5155; number 4, N, carries -0.5657; number 5, N, carries -0.8074

=====

2.
C3H6N4 in the gas phase. Source: OMol25; level of theory: wB97M-V/def2-TZVPD.

Results
Kohn-Sham gap = 9.83 eV
SMILES = Cc1nn[nH]c1N
Largest force on an atom = 3.5 eV/Å
Spin multiplicity = 1

XYZ file:
```
13
Properties=species:S:1:pos:R:3:forces:R:3
C 2.0905 -0.5690 0.0353 -0.3 -0.6 0.1
C 0.5593 -0.4412 -0.0144 3.4 -0.5 -0.5
N -0.2541 -1.5287 -0.0934 0.1 0.7 1.1
N -1.4582 -1.0957 0.0392 -0.8 0.2 -1.1
N -1.4131 0.2474 0.0088 -2.3 -0.3 0.8
C -0.1545 0.7030 0.0564 -0.5 1.6 -0.9
N 0.1082 2.1091 -0.1084 -1.3 -1.5 1.4
H 2.5442 0.3592 0.4235 -0.2 -0.2 -0.6
H 2.2814 -1.2841 0.8681 0.2 0.1 -0.9
H 2.5968 -0.9129 -0.9380 -0.9 0.5 1.5
H -2.3156 0.7462 0.0287 1.1 -0.3 0.0
H 0.0679 2.5984 0.7922 0.3 -0.2 -0.6
H 0.9738 2.2110 -0.5621 1.2 0.5 -0.4
```
Forces are in eV/Å.

These are the Mulliken partial charges, in e, on atoms 1 to 5: number 1, C, carries -1.0011; number 2, C, carries -0.0228; number 3, N, carries -0.2622; number 4, N, carries -0.6669; number 5, N, carries 0.2161

=====

3.
C3H6N4 in the gas phase. Source: OMol25; level of theory: wB97M-V/def2-TZVPD.

Results
Kohn-Sham gap = 8.80 eV
SMILES = Nc1cncn1N
Largest force on an atom = 3.7 eV/Å
Spin multiplicity = 1

XYZ file:
```
13
Properties=species:S:1:pos:R:3:forces:R:3
N 1.0820 -1.7062 -0.3284 -2.4 2.4 0.1
C -0.0810 -0.7465 -0.1087 2.4 -2.8 -0.4
C -1.4076 -1.0135 0.0689 0.6 -0.1 -0.1
N -2.0891 0.1539 0.2079 -0.4 0.6 0.1
C -1.2047 1.1043 0.1254 -0.4 0.2 0.1
N 0.0527 0.6113 -0.0694 0.1 -0.1 0.0
N 1.2590 1.2986 -0.2105 0.2 0.2 0.1
H 1.0378 -2.4408 0.3636 0.1 0.1 0.1
H 1.9386 -1.1720 -0.2444 0.0 -0.1 0.1
H -1.9000 -1.9631 0.0995 0.0 -0.3 0.0
H -1.4198 2.1525 0.1866 0.1 0.3 0.0
H 1.6139 1.5979 0.6992 -0.3 -0.1 -0.2
H 1.1181 2.1235 -0.7897 0.0 -0.3 0.1
```
Forces are in eV/Å.

These are the Mulliken partial charges, in e, on atoms 1 to 5: number 1, N, carries -0.5381; number 2, C, carries 0.5423; number 3, C, carries -0.5824; number 4, N, carries -0.6434; number 5, C, carries -0.1152

=====

4.
A molecular structure, C3H6N4. Source: OMol25; level of theory: wB97M-V/def2-TZVPD.

Results
Kohn-Sham gap = 9.61 eV
Largest force on an atom = 7.5 eV/Å
Spin multiplicity = 1

XYZ file:
```
13
Properties=species:S:1:pos:R:3:forces:R:3
C 1.9045 -0.5786 -0.3196 -0.7 0.1 3.6
C -0.0069 0.9965 0.0931 -0.9 7.3 -1.0
C -2.2002 0.1028 -0.1941 -1.9 -2.0 1.1
H 2.9833 1.0367 0.5077 -0.9 -3.2 -0.7
H 1.9765 -1.6855 -0.3553 -0.4 0.7 -0.9
H -0.2924 -0.7448 -0.1777 0.7 -1.6 -0.9
H 0.6568 2.0545 0.0663 -1.3 -3.2 0.6
H -3.2630 0.4348 -0.9657 3.8 -1.1 2.4
H -1.6299 -1.5300 1.0137 0.6 0.7 0.1
N 2.9272 -0.0602 0.2656 -0.6 2.6 -1.3
N 0.4838 -0.1171 -0.3452 3.1 -2.5 -0.3
N -1.2944 1.2878 0.1322 -0.6 -3.3 -0.3
N -2.2454 -1.1970 0.2789 -0.8 5.2 -2.6
```
Forces are in eV/Å.

These are the Mulliken partial charges, in e, on atoms 1 to 5: number 1, C, carries 0.0362; number 2, C, carries 0.1174; number 3, C, carries 0.1564; number 4, H, carries 0.2525; number 5, H, carries 0.3197

=====

5.
C3H6N4 in the gas phase. Source: OMol25; level of theory: wB97M-V/def2-TZVPD.

Results
Kohn-Sham gap = 9.05 eV
SMILES = Cn1cnnc1N
Largest force on an atom = 4.6 eV/Å
Spin multiplicity = 1

XYZ file:
```
13
Properties=species:S:1:pos:R:3:forces:R:3
C -0.0896 1.1443 1.1091 -0.3 1.3 2.3
N -0.3058 0.4587 -0.1008 1.8 -4.2 -0.9
C -0.8846 0.7414 -1.2488 0.1 -1.5 -2.3
N -0.7754 -0.1898 -2.1644 -0.9 0.5 -0.1
N -0.1225 -1.2494 -1.6345 1.3 0.7 1.6
C 0.2558 -0.8662 -0.4376 -1.8 1.0 0.2
N 0.7711 -1.6759 0.5358 -0.7 -3.7 -1.2
H -0.9691 1.0522 1.8936 1.9 -0.5 -1.4
H 0.9266 0.7650 1.4676 -1.6 0.9 0.2
H -0.0697 2.2567 0.9548 0.4 -1.0 -0.1
H -1.2997 1.5944 -1.6005 -1.2 2.9 -0.1
H 1.0330 -2.6647 0.1915 -0.9 2.3 0.4
H 1.5299 -1.3666 1.0342 2.0 1.3 1.4
```
Forces are in eV/Å.

These are the Mulliken partial charges, in e, on atoms 1 to 5: number 1, C, carries -0.7113; number 2, N, carries 0.1054; number 3, C, carries -0.1311; number 4, N, carries -0.4446; number 5, N, carries -0.4140

=====

6.
C3H6N4O in the gas phase. Source: OMol25; level of theory: wB97M-V/def2-TZVPD.

Results
Kohn-Sham gap = 8.54 eV
SMILES = Nc1ncn(O)c1N
Largest force on an atom = 6.5 eV/Å
Spin multiplicity = 1

XYZ file:
```
14
Properties=species:S:1:pos:R:3:forces:R:3
N -0.2815 2.3020 -0.4477 1.6 -3.6 -0.5
C 0.3304 1.0170 -0.1706 -0.2 0.8 0.7
N 1.6417 0.8810 0.1306 0.4 -0.4 0.0
C 1.8628 -0.4118 0.4405 1.7 1.4 -0.5
N 0.7110 -1.0569 0.4001 -0.2 -1.8 -0.2
O 0.4973 -2.4184 0.4442 3.0 0.1 1.0
C -0.2579 -0.2209 0.0272 -4.8 -0.1 -1.6
N -1.7349 -0.8554 -0.1441 3.6 3.2 4.4
H 0.2397 3.0631 -0.0422 -0.9 0.2 0.2
H -1.2563 2.0728 -0.4705 -0.5 1.6 0.4
H 2.8938 -0.8156 0.5064 -1.3 0.0 0.3
H -0.3729 -2.5589 0.1513 -2.3 0.1 -0.6
H -1.9650 -0.9311 -1.0663 -0.4 -0.1 -3.3
H -2.3081 -0.0670 0.2412 0.3 -1.3 -0.3
```
Forces are in eV/Å.

These are the Mulliken partial charges, in e, on atoms 1 to 5: number 1, N, carries -0.5013; number 2, C, carries 0.3336; number 3, N, carries -0.7238; number 4, C, carries -0.1243; number 5, N, carries 0.2449

=====

Question: spin multiplicity of number 6 (C3H6N4O)?
Answer: 1

=====

Question: Among the records above, which one has the highest spin multiplicity?
Answer: C3H6N3O2